1.
126
Properties=species:S:1:pos:R:3 method="wB97M-V/def2-TZVPD" gap_ha=0.1784 fmax_ev_per_a=3.19 total_charge=+1 lumo_energy_ev=-4.6
C -2.69 -0.76 -3.78
N -1.36 -0.61 -4.35
C -1.31 -0.29 -5.78
C -0.29 -1.06 -3.70
C 1.01 -1.20 -4.39
C 1.81 -0.17 -4.95
C 3.08 -0.45 -5.44
C 3.54 -1.77 -5.49
C 4.97 -2.05 -5.89
F 5.28 -3.38 -5.85
F 5.28 -1.61 -7.15
F 5.82 -1.41 -5.02
C 2.70 -2.81 -5.12
C 1.45 -2.52 -4.58
H -3.36 -0.08 -4.32
H -3.06 -1.79 -3.89
H -2.70 -0.50 -2.72
H -2.32 0.00 -6.06
H -0.64 0.54 -5.99
H -1.03 -1.17 -6.38
H -0.46 -1.70 -2.82
H 1.45 0.85 -4.97
H 3.75 0.34 -5.77
H 3.02 -3.84 -5.22
H 0.79 -3.34 -4.28
C 3.71 -0.15 0.48
C 3.23 -0.59 -0.91
C 2.37 0.48 -1.59
C 4.50 -0.71 -1.76
C 2.43 -1.92 -0.87
C 2.96 -3.02 -1.54
C 2.20 -4.14 -1.81
C 0.94 -4.28 -1.24
C 0.50 -3.37 -0.28
C -0.65 -3.86 0.67
C -0.13 -3.87 2.11
C -1.09 -5.31 0.37
C -1.90 -3.01 0.50
C 1.17 -2.11 -0.21
N 0.67 -1.06 0.68
C -0.28 -0.08 0.48
C -0.92 0.07 -0.73
C -2.10 0.91 -0.93
C -3.34 0.60 -0.30
C -4.35 1.54 -0.27
C -4.09 2.79 -0.88
N -4.59 3.96 -0.24
O -4.07 5.05 -0.56
O -5.45 3.86 0.66
C -3.05 2.96 -1.83
C -2.08 1.99 -1.87
N -0.29 0.67 1.66
C -1.17 1.77 2.01
C -2.29 1.58 2.87
C -2.74 0.33 3.70
C -2.61 0.68 5.20
C -1.99 -0.96 3.47
C -4.22 0.05 3.38
C -3.15 2.67 3.11
C -3.02 3.86 2.42
C -1.94 4.03 1.58
C -0.90 3.09 1.53
C 0.45 3.62 0.95
C 0.50 5.16 0.88
C 0.60 3.10 -0.47
C 1.65 3.18 1.79
C 0.67 0.09 2.51
C 1.09 0.53 3.84
C 0.62 1.67 4.54
C 1.19 2.02 5.77
C 2.25 1.27 6.30
C 2.73 0.14 5.61
C 2.14 -0.24 4.40
N 1.22 -0.97 1.94
H 4.10 -1.01 1.04
H 4.53 0.59 0.38
H 2.93 0.33 1.07
H 2.31 0.29 -2.67
H 1.35 0.46 -1.21
H 2.79 1.48 -1.43
H 4.28 -1.08 -2.77
H 4.97 0.28 -1.88
H 5.24 -1.37 -1.29
H 3.99 -3.00 -1.93
H 2.58 -4.91 -2.48
H 0.34 -5.16 -1.48
H 0.24 -2.89 2.43
H -0.92 -4.20 2.79
H 0.71 -4.57 2.18
H -1.55 -5.41 -0.62
H -0.25 -6.01 0.45
H -1.84 -5.61 1.12
H -2.38 -3.21 -0.47
H -2.62 -3.22 1.30
H -1.66 -1.94 0.51
H -0.47 -0.46 -1.56
H -3.46 -0.37 0.18
H -5.29 1.40 0.25
H -3.02 3.86 -2.44
H -1.23 2.05 -2.56
H -3.24 1.53 5.49
H -2.89 -0.18 5.82
H -1.57 0.93 5.44
H -1.98 -1.23 2.40
H -0.96 -0.91 3.85
H -2.48 -1.78 4.02
H -4.37 -0.05 2.29
H -4.54 -0.89 3.85
H -4.89 0.84 3.74
H -3.96 2.59 3.83
H -3.74 4.66 2.57
H -1.88 4.96 1.01
H 0.31 5.60 1.86
H 1.51 5.47 0.57
H -0.20 5.57 0.15
H 0.46 2.02 -0.46
H -0.16 3.53 -1.13
H 1.59 3.33 -0.88
H 1.74 2.10 1.83
H 2.57 3.59 1.36
H 1.55 3.56 2.82
H -0.18 2.27 4.12
H 0.81 2.90 6.29
H 2.69 1.56 7.25
H 3.56 -0.44 6.01
H 2.49 -1.11 3.84

=====

2.
75
Properties=species:S:1:pos:R:3 method="wB97M-V/def2-TZVPD" gap_ha=0.3257 fmax_ev_per_a=8.51 total_charge=+2 lumo_energy_ev=-4.3
Pb 0.24 0.51 -0.02
C -0.94 3.61 -1.34
O -0.36 2.57 -1.20
N -1.93 3.84 -2.08
N -0.76 4.67 -0.64
H -2.52 4.66 -2.08
H -2.26 3.13 -2.73
H -1.33 5.48 -0.80
H -0.09 4.58 0.11
C 2.63 3.41 0.31
O 2.04 2.29 0.33
N 3.62 3.78 1.03
N 2.32 4.39 -0.50
H 3.96 3.19 1.78
H 4.00 4.71 1.01
H 2.55 5.37 -0.40
H 1.74 4.13 -1.28
C -2.97 -0.23 -1.90
O -1.84 0.03 -1.48
N -3.32 -1.18 -2.72
N -3.95 0.54 -1.73
H -4.25 -1.15 -3.12
H -2.61 -1.82 -3.04
H -3.79 1.31 -1.09
H -4.87 0.44 -2.14
C 1.38 0.21 -3.38
O 0.99 0.00 -2.30
N 2.16 1.19 -3.64
N 1.12 -0.57 -4.34
H 2.42 1.38 -4.60
H 2.62 1.55 -2.81
H 1.42 -0.36 -5.29
H 0.46 -1.31 -4.17
C 1.71 -0.02 3.32
O 1.48 0.12 2.10
N 2.70 -0.76 3.67
N 0.99 0.48 4.25
H 2.95 -0.86 4.64
H 3.34 -0.91 2.90
H 1.25 0.33 5.22
H 0.26 1.14 4.04
C -2.94 -0.19 3.70
C -2.06 -0.81 2.54
C -2.83 -2.02 1.85
O -2.03 -2.85 0.97
C -2.84 -3.48 0.05
N -1.84 0.28 1.58
H -3.88 0.25 3.36
H -2.49 0.66 4.20
H -3.13 -0.95 4.46
H -1.13 -1.19 2.97
H -3.53 -1.45 1.24
H -3.34 -2.57 2.63
H -2.96 -2.87 -0.84
H -3.78 -3.82 0.50
H -2.43 -4.42 -0.32
H -1.62 1.12 2.09
H -2.79 0.49 1.33
C 0.94 -4.29 -0.10
C 1.25 -2.76 0.03
C 2.57 -2.27 -0.60
O 2.65 -0.92 -0.19
C 3.83 -0.32 -0.61
N 0.05 -2.10 -0.50
H 0.83 -4.55 -1.15
H 0.14 -4.66 0.54
H 1.77 -4.87 0.30
H 1.23 -2.63 1.11
H 2.61 -2.30 -1.68
H 3.34 -2.90 -0.15
H 4.21 -0.35 -1.63
H 4.58 -0.76 0.05
H 3.83 0.70 -0.22
H -0.11 -2.52 -1.41
H -0.67 -2.57 0.03